No. 1
Formula: C30H21N6OS5Sn
Source: the Open Molecules 2025 dataset
Level of theory: ωB97M-V with the def2-TZVPD basis set

```
64
C30H21N6OS5Sn, DFT ωB97M-V with the def2-TZVPD basis set
C -2.785 -3.099 0.579
H 4.093 -2.198 -2.726
C -3.896 -1.235 -0.421
N -1.679 -0.991 0.412
C 3.217 1.378 -1.565
C -0.222 6.686 3.319
H 1.320 -0.110 -4.905
H -4.756 -3.204 -0.258
C -1.005 3.149 4.202
H -1.062 1.804 -5.025
H 3.836 2.002 -3.517
C -0.395 4.670 1.966
C -0.524 -2.735 1.562
H 2.979 2.377 -1.221
C 0.246 0.074 -4.959
H 0.125 -1.449 -3.355
C -2.764 -0.474 -0.151
C 3.692 1.162 -2.850
H -0.110 -0.306 -5.914
C -0.478 -4.023 2.093
C -1.686 -2.268 0.808
H -0.134 5.263 1.101
Sn 0.148 0.383 0.852
C -1.593 -4.906 1.817
C 3.843 -1.196 -2.403
C -0.478 5.280 3.208
N -0.016 7.813 3.382
C 0.272 1.862 -3.329
H 1.321 1.699 -3.073
S -1.224 0.801 2.856
C 1.610 -3.447 3.096
H -1.229 2.557 5.078
H 2.261 -1.435 2.643
C -0.914 5.115 5.632
H 3.263 -1.814 -0.428
C -0.449 -0.632 -3.790
H -4.754 -0.769 -0.882
C 1.495 -2.187 2.513
H 4.375 -0.291 -4.273
C -3.902 -2.569 -0.069
C 3.376 -0.985 -1.114
N 0.459 -1.845 1.761
N -3.646 -5.384 0.922
C 3.061 0.302 -0.696
S 2.539 0.610 0.976
S -3.115 -6.707 1.672
H 0.604 2.180 -5.447
H -0.054 2.836 -2.972
C -0.659 3.312 1.816
H -2.734 0.590 -0.366
C 4.000 -0.125 -3.272
C -0.940 2.535 2.956
H 2.470 -3.672 3.709
H -1.445 -0.993 -4.042
S -0.655 0.590 -2.454
N -1.699 -6.164 2.214
C -0.801 4.513 4.336
O 0.257 0.089 -1.329
H 0.671 -5.374 3.299
N -1.022 5.577 6.678
S -0.599 2.643 0.187
C -0.019 1.571 -4.794
C 0.622 -4.380 2.876
C -2.712 -4.458 1.075
```

Output
**LUMO energy**: -0.1430 Ha
**Total energy**: -3764.7185 hartree
**Charge**: +1
**Orbital gap**: 6.809 eV
**Energy above the lowest of the compared OMol25 structures with the same formula, charge and spin**: 0.0 kJ/mol

No. 2
Formula: C30H22BrIrN3S2
Source: the Open Molecules 2025 dataset
Level of theory: ωB97M-V with the def2-TZVPD basis set

```
59
C30H22BrIrN3S2, DFT ωB97M-V with the def2-TZVPD basis set
C -1.762 3.013 0.069
C -1.201 -2.114 -3.623
H 4.706 0.628 -2.186
C -0.787 2.706 -3.354
Ir 0.175 0.077 -0.132
C -0.709 -1.357 -1.328
H 0.815 1.194 -3.117
C 0.009 1.760 -2.687
S 1.978 -0.322 -1.518
H 0.032 -0.482 -3.122
H -1.299 2.054 4.549
H 5.385 -1.015 1.254
H -3.653 -5.583 0.278
H 5.392 0.749 1.162
S 2.061 -0.105 1.553
N -0.678 1.257 1.406
H 5.586 -0.301 -0.966
C -1.499 -2.480 -0.863
C -0.568 1.043 2.725
C -4.731 5.325 -0.264
C -1.277 2.635 -1.168
C -1.674 -2.866 0.492
C -3.952 4.180 -0.272
H 4.653 -1.128 -2.223
H -2.482 -4.166 1.961
C -1.818 2.867 2.559
C 4.675 -0.264 -1.557
H -1.034 5.480 0.843
H -2.318 4.051 -2.528
C -4.982 7.728 0.159
C -2.406 -3.937 0.907
C -1.447 2.408 1.277
C -1.593 3.264 -2.398
C -2.152 -3.336 -1.805
C -2.844 6.591 0.552
C -4.175 6.533 0.146
Br -0.835 -1.854 1.836
C -1.245 2.010 3.474
C -1.996 -3.123 -3.190
C 3.494 -0.152 0.688
C -3.064 -4.735 -0.046
H -4.379 3.234 -0.581
N -5.626 8.680 0.169
H -1.043 -1.952 -4.682
C -2.619 4.234 0.119
H -0.747 2.937 -4.406
N -0.270 1.684 -1.384
H -2.430 3.732 2.759
H -2.496 -3.788 -3.883
C 4.794 -0.118 1.450
H -5.764 5.290 -0.580
H 4.600 -0.061 2.518
H -0.010 0.213 3.124
C -2.939 -4.431 -1.364
H -3.434 -5.033 -2.118
C -0.580 -1.254 -2.697
C 3.444 -0.238 -0.688
H -2.421 7.535 0.869
C -2.071 5.443 0.536
```

Output
**2S+1**: 2
**LUMO energy (alpha / beta)**: -0.0437 / -0.0575 Ha
**Total energy**: -4795.3459 hartree
**Charge**: 0
**<S²>**: 0.770
**Orbital gap (alpha / beta)**: 6.076 / 5.718 eV
**Energy above the lowest of the compared OMol25 structures with the same formula, charge and spin**: 281.8 kJ/mol

No. 3
Formula: C30H22BrN5RuS7
Source: the Open Molecules 2025 dataset
Level of theory: ωB97M-V with the def2-TZVPD basis set

```
66
C30H22BrN5RuS7, DFT ωB97M-V with the def2-TZVPD basis set
C 1.986 -2.006 2.559
H -4.750 2.775 0.963
H -3.140 -1.222 -2.135
C 4.509 3.520 1.210
Br 3.732 0.987 -1.936
C 3.440 3.770 3.498
H 2.505 4.327 3.589
H -3.602 1.585 1.659
C 3.038 -2.581 3.267
C -1.142 -1.163 -5.038
H 5.231 -2.392 2.898
H -4.994 1.029 0.713
C 0.022 -1.834 -2.567
C 4.560 2.909 -0.027
H 4.422 -0.821 0.843
C -0.893 -2.511 -4.717
H -1.013 0.860 -4.368
H -2.076 -0.718 2.649
H -3.390 -3.756 2.092
H 1.853 1.840 2.405
H 0.224 -2.753 3.570
S 0.054 0.816 -1.773
S -0.123 6.722 -0.850
H -4.764 -4.455 0.167
H 2.954 -3.235 4.123
C -1.028 2.811 0.565
C -4.044 -2.888 -1.114
H -4.634 -3.200 -1.968
C -1.689 -1.671 2.278
C -4.116 -3.591 0.080
C -2.042 2.978 -0.315
C 3.616 1.932 -0.305
C -0.242 -0.482 -2.883
C -0.320 -2.823 -3.496
C -1.729 -0.792 -6.292
H 4.264 4.461 3.678
S -2.094 4.502 -1.165
H -0.132 -3.859 -3.247
N 2.467 -1.241 1.530
C -3.206 -1.784 -1.209
C 0.572 -2.120 2.748
N 2.662 1.591 0.542
H 5.307 3.166 -0.763
C -3.343 -3.194 1.165
S 0.755 -2.312 -1.073
C -4.249 1.819 0.815
N -2.204 -0.476 -7.291
S -0.717 1.417 1.551
H -1.821 -2.412 3.075
Ru 0.925 -0.227 0.291
C -2.496 -2.095 1.075
H -1.815 -0.506 -0.214
C -0.711 5.234 -0.445
C 3.811 -1.332 1.576
H 3.452 3.013 4.283
C -0.815 -0.175 -4.123
N -0.267 -1.511 1.994
C 4.215 -2.144 2.632
C -2.442 -1.387 -0.122
C 2.649 2.164 1.746
C 3.549 3.141 2.139
C -1.226 -3.563 -5.631
S 0.044 4.186 0.703
H 5.227 4.293 1.459
N -1.492 -4.420 -6.352
S -3.281 1.801 -0.713
```

Output
**2S+1**: 6
**LUMO energy (alpha / beta)**: 0.0772 / 0.0369 Ha
**Total energy**: -6886.4875 hartree
**Charge**: -1
**<S²>**: 8.768
**Orbital gap (alpha / beta)**: 6.613 / 6.325 eV
**Energy above the lowest of the compared OMol25 structures with the same formula, charge and spin**: 6.9 kJ/mol

No. 4
Formula: C30H22F6NO2PTi
Source: the Open Molecules 2025 dataset
Level of theory: ωB97M-V with the def2-TZVPD basis set

```
63
C30H22F6NO2PTi, DFT ωB97M-V with the def2-TZVPD basis set
C 3.321 2.463 0.755
F 4.634 0.428 -0.745
C -1.468 5.782 -3.223
H -0.789 -3.966 -1.348
H 4.155 0.139 3.188
C -1.457 -1.968 1.703
F 2.760 2.335 -0.479
C -2.971 5.775 -1.324
H 1.004 -2.988 1.246
C 0.956 -1.160 -1.636
C -2.517 6.349 -2.507
O 0.036 1.168 2.181
N -0.164 1.937 -0.715
H -2.031 -2.548 5.489
H -0.719 -0.570 4.749
C -2.215 -3.039 2.124
C -0.861 4.632 -2.761
F 4.955 -0.855 0.966
H -2.975 -4.095 3.829
C -1.326 4.058 -1.569
C -1.134 -1.264 4.029
F 2.369 3.041 1.509
F 4.357 3.264 0.670
H 2.629 -0.907 -2.952
P -1.259 -1.370 -0.017
C 4.836 0.421 0.582
H 3.048 1.523 3.337
H -2.721 4.167 0.077
H 4.124 -2.347 -1.614
C -4.377 -2.772 -2.176
H -2.261 -5.359 -2.744
H 3.318 -3.381 0.475
H -3.914 -1.023 -1.026
C -3.554 -1.976 -1.396
F 5.972 1.049 0.839
C 1.352 -2.540 0.322
C 3.106 -2.182 -1.287
H -2.985 7.252 -2.874
H -1.126 6.241 -4.140
H -4.550 -4.603 -3.274
C 2.266 -1.365 -2.042
H -0.041 4.179 -3.302
C -2.264 -2.408 -1.090
H 0.275 -0.572 -2.247
C -0.198 -0.020 2.047
C -2.621 -4.413 -2.362
Ti 0.844 0.459 0.421
O 2.515 0.274 1.059
C -1.793 -3.628 -1.576
C 3.924 1.136 2.820
C -3.909 -3.986 -2.659
C 3.647 1.067 1.328
C -0.696 2.889 -1.091
H -2.672 -3.708 1.406
C 0.479 -1.760 -0.443
C -2.381 4.624 -0.843
H -3.785 6.231 -0.778
H -5.379 -2.441 -2.413
H 4.771 1.790 3.021
C -1.865 -2.372 4.435
C 2.655 -2.762 -0.113
C -0.934 -1.080 2.665
C -2.397 -3.244 3.495
```

Output
**LUMO energy**: -0.2653 Ha
**Total energy**: -3151.2094 hartree
**Charge**: +2
**Orbital gap**: 7.065 eV
**Energy above the lowest of the compared OMol25 structures with the same formula, charge and spin**: 29.9 kJ/mol

No. 5
Formula: C30H22N2O3S3Tc
Source: the Open Molecules 2025 dataset
Level of theory: ωB97M-V with the def2-TZVPD basis set

```
61
C30H22N2O3S3Tc, DFT ωB97M-V with the def2-TZVPD basis set
H -2.851 4.552 -3.983
C 1.656 -1.821 0.146
C 3.265 -3.575 0.382
S -0.113 -1.205 -1.773
H 0.274 5.918 2.568
C -0.976 2.653 4.176
H -3.522 -6.722 -1.738
C 3.960 0.727 2.424
C 2.037 -3.093 -0.142
C -1.075 -2.622 -1.977
C 2.467 -0.990 0.930
H 1.275 3.502 -3.501
C 0.024 3.808 2.328
C -1.383 2.867 -1.441
Tc 0.047 0.725 0.247
C 3.672 -1.455 1.460
H -4.585 -5.733 -2.731
S -1.731 2.174 0.110
H -1.508 3.850 5.866
H 4.993 -3.168 1.561
H -3.184 -4.645 -0.300
H -0.504 -2.820 -4.042
S 1.180 2.168 -0.965
C -2.606 -4.237 -1.120
C -0.073 5.001 3.029
C -0.268 1.320 2.196
H -0.516 4.574 -4.815
C -1.105 -3.215 -3.236
O 0.894 -1.169 -2.782
C -1.824 -3.120 -0.910
H 4.511 1.451 3.008
C 0.252 3.505 -3.145
C -0.745 4.096 -3.872
C -0.619 5.027 4.305
H -1.784 -2.648 0.064
O -0.984 -0.008 -1.581
C -2.666 -4.851 -2.374
C -0.061 2.884 -1.918
C -1.909 -4.328 -3.419
H -3.413 3.462 -1.853
H 2.332 2.103 2.012
H 1.416 -3.734 -0.755
H -0.700 5.961 4.845
C -0.291 0.161 2.829
N 0.460 -1.159 -0.256
H -1.942 -4.804 -4.390
N 2.004 0.284 1.131
C 2.730 1.108 1.858
O -0.262 -0.901 3.288
H -3.251 -6.605 -3.481
C -2.071 4.080 -3.399
C -1.071 3.845 4.876
H -1.348 1.740 4.630
C 4.060 -2.789 1.165
C 4.427 -0.542 2.232
C -3.548 -6.048 -2.594
H 5.369 -0.857 2.665
H 3.566 -4.588 0.152
C -0.420 2.619 2.896
H 0.432 3.811 1.324
C -2.391 3.475 -2.210
```

Output
**LUMO energy**: -0.1775 Ha
**Total energy**: -2766.7991 hartree
**Charge**: +1
**Orbital gap**: 5.559 eV

No. 6
Formula: C30H22N3PSe2Sn
Source: the Open Molecules 2025 dataset
Level of theory: ωB97M-V with the def2-TZVPD basis set

```
59
C30H22N3PSe2Sn, DFT ωB97M-V with the def2-TZVPD basis set
C -4.442 -1.168 1.298
C -3.229 -3.070 0.467
C 2.387 -1.460 -1.949
N -2.278 -0.885 0.290
H 0.337 -1.999 -1.655
H -1.277 -2.575 -0.312
H 3.974 -1.395 -4.949
C -3.319 4.019 0.247
C -0.725 5.024 0.598
H -3.904 6.083 0.015
C 3.514 -3.748 -0.232
H -4.534 2.645 2.018
C 0.871 -2.029 -3.727
C 1.286 3.191 0.908
C -1.823 5.903 0.412
C 1.895 -1.865 -4.649
H -0.120 -2.315 -4.061
C -2.200 -2.195 0.114
H -6.384 1.207 2.777
C 3.174 -1.512 -4.227
H 5.889 -5.517 1.395
H 6.311 -3.304 2.414
C -3.388 -0.361 0.871
H -5.164 -3.204 1.354
C -5.546 -0.576 1.970
C -3.449 1.067 1.049
Se 3.807 0.776 -0.027
C 4.759 -2.327 1.302
P 2.764 -1.138 -0.232
H 0.794 6.534 0.911
H 1.700 -2.025 -5.704
C -4.527 1.596 1.765
Sn -0.645 0.662 -0.486
C 1.583 4.558 1.047
H 2.592 4.866 1.279
N 0.076 2.741 0.648
N -2.367 1.755 0.592
C 3.425 -1.307 -2.880
H -6.355 -1.210 2.313
C -0.941 3.643 0.552
H -1.653 6.976 0.432
H 2.739 -3.876 -0.977
C 3.754 -2.496 0.342
H 2.063 2.447 1.006
C -4.346 -2.556 1.058
C 5.523 -3.423 1.677
C 0.590 5.468 0.855
H 4.941 -1.361 1.754
C 1.116 -1.827 -2.375
H 4.430 -1.047 -2.557
C -3.079 5.405 0.203
C 4.282 -4.830 0.155
H -4.321 3.640 0.076
C 5.286 -4.666 1.103
H -3.123 -4.132 0.277
H 4.106 -5.802 -0.290
C -5.566 0.771 2.216
C -2.276 3.130 0.466
Se 1.016 -0.906 1.059
```

Output
**LUMO energy (alpha / beta)**: -0.2914 / -0.2947 Ha
**Total energy**: -6678.7548 hartree
**Charge**: +2
**Orbital gap (alpha / beta)**: 6.029 / 5.360 eV

Q: The highest total energy belongs to which entry?
A: C30H22N2O3S3Tc